The following is a DFT calculation (the ωB97M-V functional and the def2-TZVPD basis) of a structure of composition C47H100BF5O37P5Tl at a distorted geometry.

Last column: Mulliken charge in e.
Atoms and positions in Å:
Tl -0.4145 -0.4252 -0.3349  -0.51
C 2.6080 1.7043 1.8525  0.22
O 1.9450 0.8345 1.0445  -0.29
H 2.1510 2.6305 2.2010  -0.22
H 3.0088 1.2583 2.7627  0.08
H 3.5105 2.0143 1.3257  -0.34
C -0.6901 -3.7696 2.1005  -0.44
O 0.0309 -2.5972 1.7541  -0.41
H -0.1351 -4.6489 2.4275  0.45
H -1.4444 -3.6078 2.8705  0.16
H -1.2338 -4.0175 1.1889  -0.43
B -1.7347 1.0238 -2.6315  5.09
H -0.9307 1.6249 -2.2359  -1.10
H -2.2174 1.5542 -3.4376  -0.38
H -1.3495 0.0806 -2.9867  -1.11
H -2.4183 0.7549 -1.8411  -1.56
C 0.1400 5.8862 0.5668  -0.25
C -0.7810 5.9432 -0.6990  0.23
O -1.3096 4.6576 -0.7532  -0.24
C -0.6360 3.8466 0.0526  -0.10
O -0.6912 2.6509 0.1103  0.12
O 0.2362 4.4839 0.7744  -0.11
F -0.0388 6.1721 -1.7498  -0.30
H -0.2173 6.5248 1.3746  0.26
H 1.0967 6.2778 0.2213  0.00
H -1.5342 6.7305 -0.6675  0.35
C -5.3299 2.7974 -1.2213  0.72
C -4.6635 3.5107 -0.0547  0.49
O -4.2766 4.6976 -0.6037  -0.33
C -4.9411 4.9370 -1.6878  0.57
O -4.9556 6.0465 -2.3219  -0.65
O -5.4479 3.7943 -2.1419  -0.38
F -3.5145 2.8649 0.2031  -0.26
H -6.3212 2.3684 -1.0752  0.05
H -4.6281 2.0436 -1.5781  -0.52
H -5.2785 3.4934 0.8451  0.06
C 1.6159 -2.5503 4.7161  0.37
C 1.9779 -1.0617 4.3138  0.97
O 3.3423 -0.9880 4.5828  -0.39
C 3.8586 -2.0753 5.0464  0.54
O 5.0256 -2.2967 5.2086  -0.54
O 2.8125 -2.9827 5.4068  -0.41
F 1.4033 -0.2091 5.2037  -0.36
H 1.4711 -3.1983 3.8516  -0.13
H 0.7598 -2.6153 5.3877  0.13
H 1.7555 -0.7783 3.2851  -0.27
C 3.4057 1.4312 -4.9237  -0.84
C 2.7089 0.5392 -5.9442  0.32
O 1.6629 -0.0140 -5.1177  -0.15
C 1.9990 0.1698 -3.8211  -0.12
O 1.4033 -0.0816 -2.8211  -0.15
O 3.2021 0.6608 -3.7598  0.13
F 3.6761 -0.3472 -6.2487  -0.30
H 2.8752 2.3828 -4.8886  0.39
H 4.4255 1.7345 -5.1605  0.35
H 2.4502 1.1398 -6.8163  0.37
C 5.3174 -0.1891 0.0901  0.34
C 6.1210 0.8744 -0.6608  0.60
O 6.9690 0.1389 -1.4923  -0.36
C 7.1266 -1.0561 -1.0106  0.62
O 8.0519 -1.8220 -1.3040  -0.66
O 6.1932 -1.2418 -0.0913  -0.27
F 6.8094 1.4674 0.2716  -0.37
H 4.3689 -0.4800 -0.3614  -0.31
H 5.1050 0.0678 1.1279  0.21
H 5.5118 1.6217 -1.1691  0.15
C -7.6032 -0.7948 2.0215  -0.85
C -7.2052 -0.4325 0.5478  -0.41
O -5.8524 -0.1193 0.4785  0.21
P -4.8729 -1.2881 -0.0786  -0.64
O -3.3701 -0.9582 -0.1577  1.05
O -5.2931 -2.6107 0.8489  -0.55
C -4.5609 -2.9663 1.9601  1.23
C -5.3193 -3.9667 2.8499  -1.60
O -5.5939 -1.6576 -1.4942  -0.57
C -5.0990 -1.1805 -2.7010  1.50
C -5.8896 -1.7198 -3.8782  -1.51
H -7.1632 -1.7358 2.3518  0.00
H -7.3471 -0.0882 2.8109  0.15
H -8.6605 -1.0547 1.9694  0.45
H -7.4319 -1.3356 -0.0189  0.22
H -7.9104 0.2622 0.0916  0.51
H -3.6081 -3.4207 1.6885  -0.35
H -4.2256 -2.1286 2.5716  -0.14
H -6.2071 -3.6132 3.3742  0.40
H -5.4951 -4.9102 2.3333  0.31
H -4.5771 -4.2543 3.5946  0.42
H -4.9516 -0.1031 -2.7744  -0.13
H -4.0790 -1.5414 -2.8331  -0.56
H -6.9329 -1.4772 -3.6760  0.43
H -5.6156 -1.4097 -4.8866  0.39
H -5.9407 -2.8079 -3.9164  0.22
C 0.8069 -6.0668 -1.0406  -1.23
C 2.1884 -5.5776 -0.6160  0.48
O 2.7654 -4.7211 -1.5257  -0.53
P 2.9476 -3.1357 -1.1820  -0.40
O 1.6528 -2.3925 -0.8521  1.06
O 4.0934 -3.1341 -0.0384  -0.02
C 3.8312 -3.3132 1.2740  0.65
C 4.5186 -4.5237 1.8524  -1.67
O 3.6917 -2.5179 -2.5010  0.34
C 4.2826 -3.3014 -3.4682  -0.10
C 5.5312 -4.0896 -3.0215  -1.26
H 0.3747 -6.7662 -0.3249  0.46
H 0.1023 -5.2593 -1.2393  -0.02
H 0.9258 -6.7048 -1.9163  0.45
H 2.0664 -5.0492 0.3295  -0.33
H 2.8211 -6.4357 -0.3888  0.32
H 4.2206 -2.4329 1.7854  0.28
H 2.7745 -3.2143 1.5223  -0.20
H 4.2568 -5.4854 1.4111  0.22
H 5.5939 -4.3600 1.7808  0.43
H 4.2470 -4.6278 2.9028  0.39
H 3.5671 -4.0147 -3.8772  -0.04
H 4.4683 -2.6377 -4.3127  0.54
H 6.0498 -4.4850 -3.8949  0.49
H 6.3043 -3.4931 -2.5369  0.11
H 5.3051 -4.9706 -2.4209  0.24
C 1.2718 -4.0670 -5.6303  -1.68
C 0.4771 -3.1927 -4.6692  0.87
O -0.3991 -4.0142 -3.8672  -0.30
P -1.7660 -3.4839 -3.1441  -0.53
O -1.6227 -2.3497 -2.2109  1.19
O -2.8167 -3.2716 -4.3269  0.04
C -3.0628 -4.4112 -5.1308  0.03
C -4.1454 -4.1697 -6.1581  -1.35
O -2.3313 -4.7860 -2.3545  -0.64
C -3.4111 -4.5284 -1.4250  0.96
C -3.6461 -5.5232 -0.2789  -1.38
H 2.2532 -3.6708 -5.8912  0.38
H 1.4805 -5.0335 -5.1716  0.36
H 0.6797 -4.2596 -6.5250  0.38
H 1.1454 -2.6971 -3.9649  -0.72
H -0.1893 -2.4981 -5.1806  0.61
H -2.1372 -4.6212 -5.6667  0.10
H -3.3503 -5.2391 -4.4827  0.26
H -4.1579 -4.8674 -6.9954  0.39
H -5.1175 -4.0669 -5.6758  0.30
H -4.0155 -3.1533 -6.5298  0.30
H -3.3535 -3.5178 -1.0208  -0.58
H -4.2932 -4.5575 -2.0647  0.17
H -3.7514 -6.5721 -0.5561  0.45
H -2.7646 -5.5293 0.3622  0.27
H -4.5433 -5.2790 0.2897  0.21
C -5.6197 2.5050 4.4289  -1.41
C -4.1749 2.8742 4.1586  -0.36
O -3.6541 2.1290 2.9888  0.40
P -2.4231 1.0697 3.2193  -0.67
O -1.7513 0.6027 1.9542  1.02
O -1.3908 1.8619 4.1593  -0.27
C -0.5552 2.9000 3.7123  0.73
C -1.0307 4.3099 4.0980  -1.21
O -3.0619 -0.1219 4.2141  -0.37
C -2.3266 -1.2564 4.6032  0.54
C -1.9184 -0.9623 6.0417  -1.27
H -6.3093 2.6255 3.5935  0.25
H -5.7158 1.4865 4.8052  0.26
H -6.0549 3.1295 5.2092  0.45
H -4.1955 3.9591 4.0553  0.41
H -3.6193 2.8032 5.0938  0.34
H 0.4393 2.5913 4.0344  0.48
H -0.3925 2.8314 2.6367  -0.76
H -0.3871 5.1367 3.7975  0.22
H -2.0265 4.5014 3.6982  0.16
H -1.1840 4.3981 5.1736  0.36
H -2.8470 -2.2139 4.5820  0.39
H -1.4786 -1.3842 3.9303  -0.29
H -1.8855 0.1152 6.2033  0.21
H -2.7170 -1.3832 6.6525  0.44
H -1.0029 -1.5065 6.2735  0.23
C 2.9234 8.2179 3.2270  -1.00
C 3.8501 6.9585 3.2092  -0.44
O 3.8297 6.2519 2.0008  0.01
P 4.7305 6.6566 0.7505  0.47
O 4.9263 8.1342 0.4635  -0.82
O 6.1187 5.8529 0.9640  -0.33
C 7.2223 6.1223 0.0557  -0.38
C 7.2963 5.0153 -0.9266  -0.81
O 3.9987 5.8158 -0.4094  -0.34
C 3.6070 4.4384 -0.2900  0.40
C 3.1076 4.0526 -1.7252  -1.19
H 3.1719 8.8132 2.3483  0.32
H 1.8663 7.9556 3.1841  0.18
H 3.1188 8.8090 4.1217  0.39
H 4.8720 7.1278 3.5484  0.37
H 3.4364 6.2950 3.9687  0.34
H 7.1690 7.0464 -0.5199  0.29
H 8.1040 6.1299 0.6964  0.39
H 7.1962 4.0835 -0.3699  0.07
H 6.4696 5.1470 -1.6246  0.20
H 8.2836 4.9614 -1.3853  0.46
H 4.3774 3.7486 0.0545  0.71
H 2.7999 4.4638 0.4422  -0.23
H 3.7121 4.3370 -2.5865  0.46
H 2.9063 2.9834 -1.6589  0.24
H 2.1753 4.5820 -1.9218  0.31

Computed properties:
Strongest force on any atom (eV/A): 7.11
HOMO-LUMO gap (Ha): 0.1415
E (Ha): -7038.22054
Total charge: 0
2S+1: 1